[1]
Molecular formula: C42H43ClN8O13P2S
Method: DFT, the ωB97M-V functional and the def2-TZVPD basis

For the HOMO energy, the calculation gives -7.996 eV. As for the SMILES: CCc1c(C[C@H](C)Cl)c(P(C)O)c(P(=N)(O)O)c2nsnc12.O=[N+]([O-])c1ccccc1.O=[N+]([O-])c1ccccc1.O=[N+]([O-])c1ccccc1.O=[N+]([O-])c1ccccc1.O=[N+]([O-])c1ccccc1. As for the charge: 0.

Geometry as XYZ:
```
110
Properties=species:S:1:pos:R:3:forces:R:3
C -2.058908 2.626103 0.085105 -0.9 -0.4 -0.4
C -1.620835 1.659017 -1.122732 0.2 0.8 0.5
C -1.777897 0.157609 -0.752874 -0.3 -1.7 0.0
C -2.424063 -0.865955 -1.553675 1.5 0.8 1.3
C -3.012736 -0.464794 -2.962673 -0.1 0.4 1.1
C -4.591842 -0.387764 -2.798191 0.4 -0.1 -0.8
C -5.413167 -0.834045 -4.075509 -0.7 0.4 0.9
Cl -5.001011 1.399859 -2.491554 0.1 -0.7 0.2
C -2.552356 -2.320328 -1.048338 0.7 2.1 2.1
P -3.398767 -3.705915 -1.986322 0.0 -1.4 0.4
C -5.210696 -3.701144 -1.415488 0.1 -0.2 -0.6
O -3.453816 -3.412914 -3.658809 -0.7 0.4 1.0
C -2.011544 -2.696423 0.268957 0.4 0.4 -0.9
P -2.185110 -4.439484 0.954384 -1.2 -1.6 0.7
N -3.629320 -5.023525 0.778474 0.9 0.6 0.1
O -1.856097 -4.474618 2.608613 0.6 0.0 -2.2
O -1.035795 -5.410323 0.195045 -0.7 2.3 0.9
C -1.285770 -1.705124 1.140498 -0.2 1.6 -1.1
N -0.687368 -1.848881 2.351906 -0.3 0.4 -1.4
S -0.007393 -0.388873 2.815383 -2.3 -1.1 -3.2
N -0.512045 0.465528 1.494180 -0.3 0.1 -0.9
C -1.193985 -0.277698 0.581151 0.5 -1.3 1.8
H -2.747811 2.033142 0.759019 0.9 0.8 -0.4
H -1.184795 3.052093 0.634830 -0.8 -0.6 -0.4
H -2.698610 3.473757 -0.305549 0.9 -0.9 0.3
H -0.543658 1.906525 -1.350845 -1.2 -0.6 0.2
H -2.219681 1.990802 -2.006784 0.5 -0.8 0.8
H -2.665804 -1.136119 -3.787591 -0.6 0.3 0.9
H -2.676254 0.575155 -3.244401 -0.2 -1.3 0.4
H -4.910759 -0.906832 -1.848717 0.2 0.5 -1.2
H -6.063841 -1.704885 -3.763984 0.8 0.7 -0.7
H -4.783389 -1.050651 -4.974297 -0.5 0.1 0.9
H -6.127190 0.001922 -4.318168 0.7 -1.0 0.0
H -5.859191 -3.014956 -2.023591 0.5 -0.4 0.7
H -5.247895 -3.518161 -0.313531 0.0 0.0 -1.1
H -5.562066 -4.761861 -1.599399 0.4 1.1 0.3
H -4.374346 -3.438412 -3.979476 0.5 0.2 0.2
H -4.055892 -5.264723 1.674464 0.2 0.0 -0.4
H -1.129210 -5.098223 2.791010 -0.2 0.4 -0.1
H -0.459928 -4.804429 -0.315770 -0.2 -0.5 0.2
O -7.189489 -4.256504 1.130567 -0.2 -0.2 -0.1
N -8.009300 -5.037199 0.681181 0.0 0.4 -0.1
O -8.908966 -4.730339 -0.082755 0.2 -0.1 0.2
C -7.909152 -6.441708 1.090035 0.0 -0.6 0.2
C -6.920037 -6.822605 1.986775 0.2 0.1 0.1
C -6.842287 -8.148244 2.390058 -0.2 0.0 -0.1
C -7.745640 -9.080361 1.894042 0.0 0.0 0.0
C -8.726200 -8.692040 0.988843 0.1 0.1 0.1
C -8.811582 -7.367455 0.583261 -0.2 0.0 -0.1
H -6.211857 -6.104221 2.378741 -0.2 0.1 -0.1
H -6.078389 -8.455279 3.094338 0.0 0.1 -0.1
H -7.685917 -10.114439 2.215165 0.0 0.1 0.0
H -9.426755 -9.422539 0.602267 0.0 0.1 0.0
H -9.580882 -7.074285 -0.119839 0.1 0.2 0.1
O 1.405362 1.708231 -0.466490 0.5 0.1 0.0
N 2.487103 2.261560 -0.364752 -0.2 0.2 -0.1
O 2.706800 3.414655 -0.692705 -0.1 -0.3 0.1
C 3.598920 1.482298 0.186756 0.5 -0.4 0.2
C 3.392489 0.153034 0.537186 -0.1 -0.2 0.0
C 4.453740 -0.589908 1.036807 0.0 0.2 0.0
C 5.703836 -0.000396 1.186234 -0.1 -0.2 0.1
C 5.898214 1.328828 0.844184 -0.3 0.0 0.2
C 4.844407 2.078858 0.340342 0.1 0.1 0.0
H 2.421280 -0.313296 0.423794 0.0 0.2 -0.1
H 4.307641 -1.629260 1.306785 0.0 0.1 0.0
H 6.532218 -0.582735 1.571391 -0.1 0.1 0.0
H 6.872109 1.777836 0.967061 -0.2 0.0 0.1
H 5.007986 3.115242 0.072483 -0.2 -0.1 0.0
O -6.316910 9.635679 -0.377440 0.1 -0.2 0.2
N -6.028859 8.967796 0.600618 -0.1 0.4 0.1
O -5.950322 9.404063 1.735682 0.0 -0.1 -0.3
C -5.753339 7.541576 0.396410 0.1 -0.6 -0.1
C -5.796612 7.014415 -0.887757 0.0 0.1 -0.2
C -5.512163 5.669456 -1.080059 0.0 0.0 0.2
C -5.192524 4.863854 0.006166 0.0 -0.1 0.0
C -5.161528 5.397515 1.288881 0.0 0.1 -0.2
C -5.442118 6.742213 1.488578 0.0 0.0 0.2
H -6.044473 7.633725 -1.740379 0.0 0.1 0.2
H -5.536510 5.248553 -2.078371 0.0 0.1 0.1
H -4.965397 3.814561 -0.148060 -0.1 0.1 0.0
H -4.914529 4.764843 2.133132 0.0 0.1 0.0
H -5.412275 7.149253 2.491340 0.0 0.1 -0.2
O 8.224497 -0.210962 -0.212194 0.2 0.4 -0.3
N 8.276204 0.697503 -1.026089 0.1 -0.1 0.1
O 8.189464 1.883861 -0.746589 0.3 -0.4 -0.3
C 8.449176 0.340516 -2.435717 0.0 -0.2 -0.6
C 8.514715 -0.998895 -2.798136 0.0 -0.2 0.1
C 8.654823 -1.333692 -4.137384 0.0 0.2 0.0
C 8.732522 -0.334191 -5.100084 0.0 0.0 0.0
C 8.676262 1.003506 -4.727089 0.0 -0.2 0.1
C 8.533424 1.346171 -3.390030 0.0 0.2 0.0
H 8.455030 -1.784900 -2.056088 0.0 0.2 0.1
H 8.700539 -2.375108 -4.432467 0.0 0.1 0.1
H 8.836411 -0.599117 -6.146404 0.0 0.0 0.1
H 8.740082 1.779285 -5.480517 0.0 0.0 0.1
H 8.487383 2.391035 -3.110204 0.0 -0.1 0.2
O 8.771358 3.178026 6.970602 0.0 0.2 -0.2
N 8.825728 4.084810 6.158068 0.0 0.1 0.4
O 8.741209 5.267844 6.436959 0.0 -0.3 -0.1
C 9.000475 3.726732 4.746288 0.1 -0.2 -0.6
C 9.064046 2.387386 4.383995 0.0 -0.2 0.1
C 9.205745 2.051770 3.044485 0.0 0.2 0.0
C 9.286874 3.050726 2.081728 0.1 0.0 0.0
C 9.232566 4.388614 2.454442 0.0 -0.2 0.1
C 9.088194 4.731776 3.791958 0.0 0.2 0.0
H 9.001664 1.601871 5.126372 0.0 0.2 0.1
H 9.249967 1.009745 2.749087 0.0 0.1 0.0
H 9.391719 2.785068 1.036962 0.0 0.0 0.1
H 9.298976 5.164275 1.700810 0.0 0.0 0.1
H 9.043691 5.776665 4.071990 0.0 -0.2 0.2
```
Forces are in eV/Å.

[2]
Molecular formula: C42H43N3O3P2PtS2Te
Method: DFT, the ωB97M-V functional and the def2-TZVPD basis

For the HOMO energy (spin up / spin down), the calculation gives -12.682 / -12.665 eV. As for the charge: +2.

Geometry as XYZ:
```
97
Properties=species:S:1:pos:R:3:forces:R:3
Pt -1.436950 -0.134445 -1.029134 1.8 2.1 -0.5
Te 1.283441 -2.398423 2.081183 0.1 0.2 0.0
C 3.002813 -1.322684 2.669470 0.0 0.0 0.0
C 2.902442 -0.144131 3.395341 0.0 0.0 0.0
C 4.067967 0.551300 3.682542 0.0 0.0 0.0
N 5.280025 0.142116 3.316303 0.0 0.0 0.0
C 5.363587 -1.006029 2.655883 0.0 0.0 0.0
C 4.259130 -1.772776 2.299551 0.0 0.0 0.0
C 0.334344 -0.702584 1.235072 -0.1 -0.3 -0.2
P 0.834754 -0.350027 -0.428280 -1.7 -1.5 0.1
C 0.413846 -1.583627 -1.711542 0.6 -1.1 0.2
C 0.135697 -2.932067 -1.453438 -0.2 0.2 0.2
C -0.093580 -3.820380 -2.490948 0.0 -0.1 -0.2
C -0.034906 -3.393237 -3.808665 0.0 0.0 0.1
C 0.257351 -2.061947 -4.085501 0.0 0.0 -0.1
C 0.486732 -1.172560 -3.055790 0.2 0.3 0.0
C 2.614766 -0.155507 -0.610980 -0.2 0.7 -0.3
C 3.339529 -1.191478 -1.203293 -0.1 0.0 0.0
C 4.715990 -1.081864 -1.308985 0.0 0.0 0.0
C 5.363530 0.055554 -0.845449 0.0 0.0 0.0
C 4.639491 1.095965 -0.275979 0.0 0.0 0.0
C 3.263397 0.999233 -0.167809 0.1 -0.1 0.0
P -0.836154 0.255504 2.019283 0.1 0.4 0.2
C -0.869708 0.048994 3.799713 0.0 0.0 0.0
C -1.075495 -1.192128 4.405193 -0.1 -0.1 0.0
C -1.094715 -1.297288 5.783846 0.0 0.0 0.0
C -0.912526 -0.168563 6.572874 0.0 0.0 0.0
C -0.729852 1.070235 5.979048 0.0 0.0 0.0
C -0.714694 1.184076 4.597139 0.1 0.0 0.0
C -0.608702 2.000530 1.670929 -0.1 0.0 -0.1
C -1.667947 2.883523 1.474335 0.0 0.0 0.0
C -1.412867 4.235534 1.300564 0.0 0.0 0.0
C -0.109472 4.711190 1.331997 0.0 0.0 0.0
C 0.946914 3.836303 1.551197 0.0 0.0 0.0
C 0.697929 2.485326 1.724288 0.0 0.0 0.0
H 1.947555 0.229994 3.743972 0.0 0.0 0.0
H 4.024670 1.478733 4.243879 0.0 0.0 0.0
H 6.361316 -1.330879 2.381289 0.0 0.0 0.0
H 4.394229 -2.682938 1.729701 0.0 0.0 0.0
H 0.094214 -3.281363 -0.430715 0.0 0.0 0.0
H -0.301969 -4.859100 -2.271925 0.0 0.0 0.0
H -0.201572 -4.093535 -4.615809 0.0 0.0 0.0
H 0.320452 -1.720294 -5.109967 0.0 0.0 0.0
H 0.784228 -0.152145 -3.288560 -0.1 -0.1 0.0
H 2.839088 -2.080221 -1.564506 0.0 0.0 0.0
H 5.284612 -1.886981 -1.754406 0.0 0.0 0.0
H 6.439024 0.135342 -0.933418 0.0 0.0 0.0
H 5.148921 1.980940 0.080590 0.0 0.0 0.0
H 2.698464 1.813570 0.258272 0.0 0.1 0.0
H -1.218490 -2.084457 3.811724 0.0 0.0 0.0
H -1.251468 -2.262914 6.244714 0.0 0.0 0.0
H -0.922936 -0.256332 7.650797 0.0 0.0 0.0
H -0.604696 1.954472 6.588645 0.0 0.0 0.0
H -0.580602 2.159859 4.151003 0.0 0.0 0.0
H -2.689282 2.532624 1.454553 0.0 0.0 0.0
H -2.237245 4.918916 1.149010 0.0 0.0 0.0
H 0.082525 5.768625 1.206280 0.0 0.0 0.0
H 1.961255 4.210840 1.607102 0.0 0.0 0.0
H 1.510190 1.804097 1.941686 0.0 0.0 0.0
C -2.706494 -5.921437 -0.816491 0.0 0.0 0.0
C -2.889107 -4.477128 -0.455153 0.0 0.0 0.0
C -3.318345 -3.546318 -1.394061 0.0 0.1 0.0
C -3.501391 -2.214048 -1.051067 -0.1 -0.1 -0.1
C -3.237899 -1.811245 0.257442 0.0 0.0 0.1
C -2.834199 -2.734015 1.222772 0.0 0.0 0.0
C -2.649805 -4.050347 0.855938 0.0 0.0 0.1
S -3.642635 -0.174453 0.744264 -0.2 0.0 0.0
O -4.891601 -0.066417 1.397203 0.1 0.0 0.0
O -2.546403 0.157289 1.815549 0.3 -0.3 0.1
O -3.434786 0.666394 -0.444381 -0.5 -0.5 0.2
H -3.038965 -6.128139 -1.831419 0.0 0.0 0.0
H -3.267890 -6.559676 -0.133675 0.0 0.0 0.0
H -1.657188 -6.210978 -0.728993 0.0 0.0 0.0
H -3.536783 -3.867388 -2.404463 0.0 0.0 0.0
H -3.907362 -1.512442 -1.769585 0.0 0.0 0.0
H -2.704194 -2.422201 2.250138 0.0 0.0 0.0
H -2.345921 -4.774614 1.602407 0.0 0.0 0.0
C 1.523425 4.347559 -2.785374 0.0 0.0 0.0
C 1.539101 2.928615 -3.324801 0.0 -0.1 0.1
N 0.270705 2.548942 -3.960549 -0.2 0.1 -0.1
C -0.831939 2.101376 -3.361027 0.3 0.0 0.3
S -0.795138 1.999389 -1.598517 -0.2 0.2 -0.1
N -1.900751 1.843296 -4.092130 0.0 -0.1 -0.1
C -3.266470 1.584703 -3.618653 0.0 0.0 0.1
C -4.093112 2.857102 -3.565264 0.0 0.0 0.0
H 2.486006 4.573346 -2.325938 0.0 0.0 0.0
H 0.746934 4.468191 -2.029278 0.0 0.0 0.0
H 1.353313 5.073102 -3.580832 0.0 0.0 0.0
H 1.746826 2.209728 -2.533062 0.0 0.0 0.0
H 2.303986 2.807398 -4.091123 0.0 0.0 0.0
H 0.185516 2.817841 -4.932200 0.0 0.0 0.0
H -1.820733 2.013712 -5.086788 0.0 0.0 0.0
H -3.201566 1.124883 -2.634136 0.0 0.1 -0.1
H -3.699266 0.854771 -4.302507 0.0 0.0 0.0
H -3.639870 3.579834 -2.886587 0.0 0.0 0.0
H -5.094180 2.629443 -3.200773 0.0 0.0 0.0
H -4.190418 3.313482 -4.550717 0.0 0.0 0.0
```
Forces are in eV/Å.